A 2-piece molecular cluster, C2H11BFN2O2P overall at a distorted geometry, computed with ωB97M-V with the def2-TZVPD basis set.

XYZ file:
```
20
Properties=species:S:1:pos:R:3:forces:R:3
N 2.566263 -0.208482 0.901720 -0.651 0.552 -0.478
C 1.692322 0.118216 -0.236887 -1.367 0.689 -0.437
C 0.728967 1.323168 0.133563 0.263 -0.289 -0.331
P -0.796625 0.819529 -0.808967 0.792 1.422 0.421
O -1.737183 2.138773 -1.253721 1.184 -1.706 0.156
B -1.736771 -0.387524 0.422262 -1.137 -2.392 1.151
N -1.625350 -1.838726 0.252019 -1.990 2.985 -0.148
O -2.454714 0.265918 1.452208 1.133 -0.522 -1.247
H 1.954616 -0.674013 1.570950 0.395 -0.255 -0.096
H 3.258368 -0.889169 0.605193 -0.247 -0.069 0.044
H 2.266063 0.437790 -1.136220 -0.260 -0.451 0.599
H 0.940196 -0.767887 -0.456628 1.992 0.802 0.076
H 0.505527 1.207139 1.223469 -0.017 0.490 -0.845
H 1.114893 2.332029 -0.120988 -0.382 -0.545 0.341
H -0.369852 0.131906 -1.988736 -0.251 0.597 0.396
H -2.245796 1.879796 -2.035932 -0.153 0.290 0.058
H -2.311657 -2.147440 -0.441499 -0.071 -0.362 0.422
H -0.663616 -2.072169 -0.093855 1.007 -0.545 -0.087
H -1.818817 0.566022 2.115141 -0.338 0.241 0.166
F 0.733166 -2.234873 -0.103091 0.096 -0.931 -0.160
```
Forces are in eV/Å.

total energy: -22009.790 eV
net charge: 0
max |F|: 3.6 eV/A
E_HOMO: -8.46 eV


C39H37IrN3OS4Sb as an isolated structure at a distorted geometry, computed with ωB97M-V with the def2-TZVPD basis set.

XYZ file:
```
86
Properties=species:S:1:pos:R:3:forces:R:3
Ir -0.700447 0.840765 0.802181 0.700 0.433 1.522
C -0.779065 3.818416 -1.150550 0.010 0.009 0.013
N -1.757335 2.918527 -0.513028 -0.001 -0.089 0.095
C -2.420874 3.593307 0.598168 -0.042 -0.004 0.059
C -1.430754 3.884246 1.702618 0.007 0.143 -0.096
N -0.849186 2.664275 2.309539 0.225 -0.615 -0.295
C 0.534892 2.953458 2.734378 -0.012 0.141 0.152
C -1.704875 2.213870 3.406988 0.012 0.032 0.081
C -1.592874 2.780372 4.670744 0.011 0.041 -0.044
C -2.422718 2.376714 5.703327 -0.049 0.000 -0.011
C -3.385688 1.403632 5.463133 0.036 0.015 0.008
C -3.503389 0.842245 4.205235 0.000 0.098 -0.004
C -2.665644 1.236628 3.157715 -0.191 -0.044 -0.060
S -2.852281 0.475928 1.581495 -0.013 -0.209 -0.339
C -2.633294 2.325335 -1.471716 -0.020 0.006 -0.056
C -3.991249 2.610340 -1.556688 0.020 0.053 0.015
C -4.776125 1.979572 -2.511709 0.004 -0.025 -0.013
C -4.219834 1.065139 -3.394122 0.007 0.002 0.041
C -2.867434 0.770678 -3.309251 -0.034 0.066 0.007
C -2.079928 1.389576 -2.349710 0.094 -0.052 -0.075
S -0.382671 0.915508 -2.122789 -0.098 -0.430 -0.631
H -0.446291 3.414533 -2.098337 -0.019 0.004 -0.018
H 0.101668 3.937964 -0.522589 0.015 -0.030 -0.006
H -1.235396 4.798561 -1.336491 0.001 0.007 0.025
H -3.212684 2.946462 0.971264 -0.006 0.008 -0.001
H -2.865496 4.547836 0.281377 0.005 -0.015 -0.038
H -1.929075 4.476874 2.474943 0.057 -0.012 0.036
H -0.608355 4.485993 1.317348 -0.004 0.017 0.018
H 0.900829 2.130401 3.341431 -0.002 -0.001 0.027
H 0.597824 3.881779 3.310969 -0.021 -0.010 0.000
H 1.159795 3.041373 1.847206 -0.028 0.001 -0.024
H -0.851996 3.547803 4.855742 0.010 -0.020 0.010
H -2.319972 2.822822 6.683456 0.005 -0.020 0.009
H -4.034791 1.072030 6.263377 -0.009 0.004 -0.003
H -4.239714 0.072578 4.011637 0.007 -0.012 0.015
H -4.447997 3.319513 -0.880778 0.002 -0.001 0.000
H -5.832039 2.211928 -2.562040 -0.004 -0.011 -0.009
H -4.837296 0.571291 -4.132940 -0.006 0.017 -0.011
H -2.413802 0.038751 -3.964790 -0.001 0.020 0.032
O 1.440816 1.039631 0.483666 -0.410 0.598 -0.688
N 2.233030 0.322256 1.263993 -0.002 -0.241 0.178
C 3.544863 0.282280 0.934694 -0.064 0.123 0.022
C 4.453572 -0.333394 1.746659 0.004 -0.059 0.099
C 4.006351 -0.935902 2.927836 -0.001 0.052 -0.065
C 2.664569 -0.942346 3.207543 -0.033 0.016 -0.015
C 1.747543 -0.322008 2.345759 -0.014 -0.034 -0.044
S 0.051924 -0.331176 2.634552 -0.248 -0.215 -0.545
H 3.781388 0.773791 0.003206 -0.067 -0.008 0.134
H 5.495246 -0.340268 1.463098 0.002 -0.001 -0.018
H 4.707405 -1.395805 3.610738 -0.002 -0.054 -0.029
H 2.269965 -1.423385 4.091275 0.007 -0.002 0.007
S -0.622686 -0.731070 -0.928304 -0.097 0.508 0.773
Sb 1.950250 -4.113393 -2.618726 0.109 0.080 0.001
C 1.629690 -4.121619 -0.502159 -0.101 -0.056 0.038
C 0.485775 -3.717343 0.179742 0.080 -0.103 0.051
C 0.481896 -3.657897 1.566036 -0.055 -0.095 0.068
C 1.613403 -4.007798 2.287218 0.006 0.027 0.008
C 2.753134 -4.431504 1.620432 0.012 -0.002 -0.029
C 2.754079 -4.494221 0.233960 -0.051 -0.034 0.038
C 2.945532 -2.203248 -2.490511 0.039 0.012 -0.110
C 2.336749 -0.977649 -2.741338 0.042 -0.034 -0.029
C 3.054035 0.207123 -2.624281 0.010 -0.003 -0.030
C 4.390539 0.182260 -2.251814 -0.003 -0.079 -0.156
C 5.006928 -1.034367 -1.990125 0.021 0.009 -0.003
C 4.288422 -2.215691 -2.113979 -0.012 -0.002 -0.025
C 0.086972 -3.428073 -3.413526 0.004 0.030 0.016
C 0.130801 -2.682685 -4.592475 -0.041 0.008 0.044
C -1.037109 -2.238902 -5.197186 0.004 -0.025 0.007
C -2.269169 -2.556613 -4.641769 0.025 0.001 -0.012
C -2.327125 -3.325271 -3.489438 -0.002 -0.012 -0.001
C -1.156746 -3.763018 -2.883650 0.021 -0.049 -0.061
H -0.419106 -3.453077 -0.346518 0.041 0.120 -0.064
H -0.410680 -3.332944 2.082694 -0.021 0.014 0.012
H 1.603590 -3.952080 3.368188 -0.010 -0.028 0.029
H 3.637624 -4.718276 2.176469 -0.002 -0.007 -0.004
H 3.643710 -4.850131 -0.276629 0.023 0.033 0.009
H 1.293558 -0.930951 -3.025265 0.084 -0.034 -0.028
H 2.558301 1.150275 -2.819620 0.000 -0.004 0.011
H 4.950346 1.106168 -2.169914 0.021 0.016 -0.012
H 6.050013 -1.064614 -1.698666 0.009 -0.009 -0.011
H 4.788841 -3.158160 -1.916223 0.022 0.001 -0.014
H 1.085635 -2.441085 -5.047748 -0.004 0.051 0.014
H -0.983787 -1.643796 -6.100425 0.002 -0.015 -0.016
H -3.181554 -2.206993 -5.109062 -0.007 -0.017 -0.002
H -3.285606 -3.581308 -3.056082 0.004 -0.006 0.006
H -1.227392 -4.382742 -1.999103 -0.010 0.011 0.016
```
Forces are in eV/Å.

total energy: -100278.622 eV
net charge: 0
max |F|: 1.7 eV/A
E_HOMO: -6.92 eV
energy relative to the best compared isomer or geometry (same formula, charge and spin): 1.2741 eV


CHCl3NOP as an isolated structure at a distorted geometry, computed with ωB97M-V with the def2-TZVPD basis set.

XYZ file:
```
8
Properties=species:S:1:pos:R:3:forces:R:3
C 1.414917 -0.489568 0.331174 -2.932 -0.069 -0.587
N 1.189235 0.077791 -0.784078 -3.334 1.447 -0.942
O 0.412619 -0.804461 1.075974 -0.247 -0.112 0.386
P -0.754305 0.217822 -0.270904 4.825 0.992 0.757
Cl -1.430284 1.411680 -1.753358 0.027 0.214 -0.298
Cl -1.157580 1.451491 1.310481 -0.051 -0.303 -0.623
Cl -2.078667 -1.172148 -0.402493 -0.835 -1.326 0.084
H 2.404065 -0.692607 0.493204 2.547 -0.843 1.222
```
Forces are in eV/Å.

total energy: -51447.137 eV
net charge: 0
max |F|: 5.0 eV/A
E_HOMO: -10.25 eV
energy relative to the best compared isomer or geometry (same formula, charge and spin): 1.7659 eV


One molecule with the formula C3H4N2 at a distorted geometry, computed with ωB97M-V with the def2-TZVPD basis set.

XYZ file:
```
9
Properties=species:S:1:pos:R:3:forces:R:3
C -0.682807 -0.958311 0.317941 2.547 -1.132 0.107
C -1.147046 0.193425 -0.184648 0.404 2.319 -1.076
N 0.011209 1.066395 -0.233449 -3.424 -0.371 -1.283
C 1.110663 0.329106 -0.085289 -0.863 -1.522 0.510
N 0.804532 -0.868984 0.474455 -1.411 1.010 -2.335
H -1.162536 -1.970557 0.361834 0.567 1.409 0.383
H -1.998802 0.527231 -0.867378 0.892 -0.688 1.848
H -0.081977 1.995496 -0.623303 0.422 -0.329 -0.140
H 1.848267 0.680636 -0.846223 0.865 -0.695 1.985
```
Forces are in eV/Å.

structure (SMILES): c1c[nH]cn1
total energy: -6154.094 eV
net charge: 0
max |F|: 3.7 eV/A
E_HOMO: -9.04 eV
energy relative to the best compared isomer or geometry (same formula, charge and spin): 1.8067 eV


LUMO / eV: -0.76; 0.30; -0.52; 0.86